The following is a DFT calculation (ωB97M-V/def2-TZVPD) of 12 unconnected molecules or ions with the total composition BF4H22O11 in a non-equilibrium geometry.

Geometry as XYZ:
```
38
Properties=species:S:1:pos:R:3:lowdin_charge:R:1
B -7.30500 -20.68800 28.27900 -1.500
F -8.20400 -21.57600 27.92800 0.225
F -6.44000 -20.62600 27.30600 0.222
F -7.96200 -19.48900 28.51200 0.124
F -6.50300 -21.02900 29.35700 0.155
O -7.33200 -23.58300 26.03100 -0.036
H -7.35300 -23.31700 26.94300 0.015
H -7.18600 -22.74200 25.62300 0.004
O -3.16300 -21.61900 28.16900 -0.058
H -3.78100 -21.51100 27.44800 -0.025
H -2.92400 -22.55400 28.22700 0.026
O -5.39500 -18.71200 30.49400 -0.099
H -5.64100 -19.59100 30.17900 -0.005
H -6.29800 -18.30600 30.38800 -0.011
O -4.23400 -20.81200 25.59900 -0.052
H -3.97300 -21.58600 25.10700 0.044
H -5.22200 -20.93400 25.68800 0.038
O -7.60600 -17.27700 30.17500 -0.001
H -7.27200 -16.41100 30.18000 0.047
H -8.50500 -17.18800 30.45000 0.053
O -6.04800 -18.72600 24.97900 -0.016
H -6.44800 -18.35700 24.20100 0.052
H -6.31900 -19.62600 24.92200 0.011
O -6.70500 -17.39300 27.36700 -0.106
H -6.82000 -17.82200 26.49500 -0.015
H -7.34500 -17.89600 27.94300 0.010
O -9.00100 -18.40800 25.92300 -0.033
H -9.22700 -19.30600 26.06900 -0.037
H -9.46700 -17.91500 26.59300 0.024
O -4.39200 -18.74600 27.98400 -0.055
H -5.00500 -19.38900 27.70300 -0.048
H -4.16900 -18.25400 27.16200 0.055
O -10.13300 -20.92400 25.83000 -0.071
H -10.79600 -21.58100 25.51800 0.070
H -9.46800 -21.33600 26.42900 0.038
O -10.48400 -19.18200 28.53300 -0.039
H -10.43300 -18.24000 28.47800 0.009
H -9.57500 -19.46200 28.63100 -0.016
```

multiplicity: 1
frontier orbital gap: 8.3 eV
total charge: -1
highest occupied orbital energy: -5.719 eV